(1)
Formula: C5H7N3O2
Source: the Open Molecules 2025 dataset
Level of theory: wB97M-V/def2-TZVPD

Geometry as XYZ:
```
17
Properties=species:S:1:pos:R:3:forces:R:3:lowdin_charge:R:1
C -0.67441 -1.92396 0.82213 -2.487 3.150 0.846 -0.028
C 0.17503 -0.67186 0.78655 -1.289 -1.123 -1.698 -0.341
C 1.47743 -0.37990 0.90254 -1.373 0.885 -0.107 -0.146
N 1.71413 0.92921 0.62641 -1.052 2.459 -0.435 0.082
C 0.53540 1.49682 0.29591 1.665 -4.452 1.111 -0.432
N 0.34159 2.77761 -0.05865 -0.326 2.917 -0.155 0.113
N -0.42363 0.46664 0.31068 1.688 2.373 0.208 0.127
H -0.08402 -2.73625 0.66049 1.559 -2.519 0.121 0.031
H -1.13460 -1.83869 1.85672 0.088 -1.080 -1.270 0.099
H -1.48577 -1.96649 -0.00328 1.234 0.395 1.478 0.091
H 2.18023 -0.99130 1.32254 1.929 -1.396 0.620 0.077
H 1.10273 3.44946 0.18141 -0.769 -1.319 -0.300 0.121
H -0.56196 3.21256 0.15634 0.561 -0.588 -0.133 0.100
H -1.38484 0.55360 0.16770 -1.489 0.248 -0.251 0.127
O 0.31979 -0.09864 -2.85148 -0.322 -0.237 -0.315 0.211
C -0.59519 -0.79509 -2.70259 0.423 0.266 0.608 -0.416
O -1.50192 -1.48372 -2.47341 -0.040 0.020 -0.329 0.184
```
Positions in Å, forces in eV/Å.

Values from the calculation:
ΔE to the lowest compared entry with this formula, charge and spin ... 0.000 eV
Kohn-Sham gap ... 7.9606 eV
LUMO energy ... 0.51 eV
Strongest force on any atom ... 4.88 eV/Å
Total energy ... -509.49952 hartree
SMILES string ... Cc1cnc(N)[nH]1.O=C=O
Net charge ... 0

***

(2)
Formula: C5H7N3O2
Source: the Open Molecules 2025 dataset
Level of theory: wB97M-V/def2-TZVPD

Geometry as XYZ:
```
17
Properties=species:S:1:pos:R:3:forces:R:3:lowdin_charge:R:1
C 1.76576 1.55773 0.85692 0.289 0.357 0.418 0.077
C 0.78490 0.70606 0.82876 -2.673 -1.725 1.946 -0.132
N -0.31386 -0.06902 1.69208 1.015 1.935 -0.892 0.140
C -0.19515 -0.18628 0.26978 1.996 -1.386 -2.363 -0.326
C -1.29480 0.33273 -0.63276 0.207 0.597 0.495 -0.468
N -2.39345 0.65919 0.06030 -0.306 -0.116 -0.046 0.194
O -1.13170 0.49909 -1.83045 -0.190 -0.210 -0.091 0.046
C 0.62788 -1.43905 -0.32147 -1.656 0.801 0.883 -0.458
N 0.87300 -1.36402 -1.63627 0.129 -0.118 -0.327 0.192
O 0.94831 -2.31224 0.44704 0.302 -0.305 0.043 0.071
H 1.98404 2.12831 1.74694 0.302 -0.336 0.245 0.066
H 2.39215 1.72311 -0.00505 -0.305 0.254 -0.341 0.069
H -0.05041 -0.93946 2.15585 0.779 0.225 -0.138 0.102
H -2.35174 0.59832 1.06863 -0.089 -0.054 -0.136 0.099
H -3.22533 0.95311 -0.42471 0.109 0.103 0.074 0.121
H 0.39233 -0.64703 -2.17183 -0.037 -0.114 0.121 0.086
H 1.18807 -2.20054 -2.10378 0.128 0.093 0.109 0.121
```
Positions in Å, forces in eV/Å.

Values from the calculation:
ΔE to the lowest compared entry with this formula, charge and spin ... 1.636 eV
Kohn-Sham gap ... 10.3826 eV
LUMO energy ... 0.87 eV
Strongest force on any atom ... 3.73 eV/Å
Total energy ... -509.43940 hartree
SMILES string ... C=C1NC1(C(N)=O)C(N)=O
Net charge ... 0

***

(3)
Formula: C5H7N3O2
Source: the Open Molecules 2025 dataset
Level of theory: wB97M-V/def2-TZVPD

Geometry as XYZ:
```
17
Properties=species:S:1:pos:R:3:forces:R:3:lowdin_charge:R:1
C -1.53299 -0.64098 -1.16717 -2.507 -2.891 0.494 -0.099
C -0.43229 -1.35735 -0.47813 0.253 0.603 3.987 -0.147
C 0.41071 -0.33780 0.28144 -1.682 3.000 1.225 -0.371
N 0.82424 -0.59974 1.73105 0.748 -0.324 2.300 -0.286
O 0.02541 -1.23652 2.44170 1.818 1.162 -1.633 0.071
O 1.86923 -0.03445 2.13356 -2.551 -1.613 -0.761 0.060
N 1.53330 0.18656 -0.38364 0.661 -0.929 -0.822 0.120
C 1.47359 1.43832 -0.40159 1.926 2.332 0.430 -0.089
C 0.26317 1.94805 0.33425 -1.026 -1.747 -1.133 -0.099
N -0.49388 0.97803 0.66764 1.547 -1.074 0.073 0.143
H -2.08342 0.08862 -0.64601 -0.192 0.768 1.319 0.055
H -2.31880 -1.42189 -1.33415 0.589 0.645 -0.695 0.103
H -1.24316 -0.17275 -2.02919 0.798 0.804 -2.527 0.052
H 0.28996 -1.76248 -1.11096 0.695 -1.325 -1.326 0.094
H -0.78105 -2.08911 0.33143 0.334 0.821 -1.418 0.145
H 2.36698 2.09557 -0.73842 -1.761 -1.224 0.251 0.146
H -0.17100 2.91791 0.36818 0.351 0.991 0.237 0.101
```
Positions in Å, forces in eV/Å.

Values from the calculation:
ΔE to the lowest compared entry with this formula, charge and spin ... 5.403 eV
Kohn-Sham gap ... 10.1815 eV
LUMO energy ... -0.62 eV
Strongest force on any atom ... 4.04 eV/Å
Total energy ... -509.30098 hartree
SMILES string ... CCC1([N+](=O)[O-])N=CC=N1
Net charge ... 0

***

(4)
Formula: C5H7N3O2
Source: the Open Molecules 2025 dataset
Level of theory: wB97M-V/def2-TZVPD

Geometry as XYZ:
```
17
Properties=species:S:1:pos:R:3:forces:R:3:lowdin_charge:R:1
C 1.07084 -1.34999 0.29059 -0.408 1.505 0.047 -0.070
C -1.19469 -1.74913 0.43967 -2.166 -1.031 0.703 -0.130
C 0.66694 -0.04949 0.41754 -2.909 -3.717 0.315 -0.067
C -1.45639 -0.45289 0.48185 5.013 -0.799 0.270 0.009
C 1.47797 1.73985 -0.89446 2.940 0.235 0.876 -0.068
N 0.03110 -2.27634 0.25012 0.089 2.100 -0.117 0.012
N 0.83808 1.20871 0.28979 -0.962 1.115 -0.362 -0.051
N -2.11657 0.62158 0.11490 0.796 -0.527 -0.366 -0.404
O -2.91546 0.51152 -0.81359 -0.673 1.254 0.104 0.047
O -1.67815 1.68265 0.65498 -1.193 0.866 -0.420 -0.028
H 2.07495 -1.72246 0.35420 0.252 0.075 -0.040 0.109
H -1.88539 -2.47764 0.83491 -0.489 -0.335 -0.371 0.125
H 1.51629 2.75681 -0.58929 0.717 1.266 -0.499 0.069
H 2.56217 1.33667 -1.01405 -1.930 0.647 0.295 0.123
H 0.99336 1.71581 -1.83665 -0.980 -0.665 -0.741 0.072
H 0.11639 -3.22567 0.46983 0.682 -1.259 0.314 0.125
H -0.10145 1.73002 0.54966 1.220 -0.730 -0.009 0.126
```
Positions in Å, forces in eV/Å.

Values from the calculation:
ΔE to the lowest compared entry with this formula, charge and spin ... 7.980 eV
Kohn-Sham gap (alpha / beta) ... 7.9667 / 7.9673 eV
LUMO energy (alpha / beta) ... -0.15 / -0.15 eV
Strongest force on any atom ... 5.08 eV/Å
Total energy ... -509.20627 hartree
Net charge ... 0

***

(5)
Formula: C5H7N3O3S
Source: the Open Molecules 2025 dataset
Level of theory: wB97M-V/def2-TZVPD

Geometry as XYZ:
```
19
Properties=species:S:1:pos:R:3:forces:R:3:lowdin_charge:R:1
O 1.40260 2.39562 0.24735 -0.413 1.366 0.259 0.064
N 1.85136 1.26990 0.30643 -1.316 2.263 -0.917 -0.468
O 2.80972 0.93265 0.89547 2.153 -0.751 1.533 0.097
N 1.22936 0.37743 -0.46429 -1.059 -5.284 -0.421 -0.058
C -0.14996 0.62920 -0.98203 -0.589 3.471 -0.651 -0.095
C -1.27473 0.92836 0.07057 -1.238 -0.534 -3.942 -0.136
O -2.30487 -0.12265 -0.09629 0.558 0.240 1.567 -0.135
C -2.24866 -1.18384 0.79723 2.149 -0.536 0.061 -0.160
N -0.73895 -1.36373 1.15639 1.110 -1.081 -0.144 0.123
C 0.36957 -1.47142 0.64351 0.127 1.333 -1.472 -0.058
C 1.53456 -1.03216 0.02190 -2.997 0.190 -0.026 -0.573
S 3.02906 -1.81598 -0.57519 -0.784 -0.338 1.049 0.769
H -0.64232 -0.04333 -1.75399 1.736 0.286 0.981 0.158
H -0.01431 1.66950 -1.43674 -0.182 -1.549 0.041 0.132
H -0.74429 1.16592 0.93140 -0.158 -0.139 2.478 0.095
H -1.88455 1.77982 -0.28565 0.791 -0.128 0.327 0.136
H -2.73919 -2.06542 0.32201 0.683 0.501 0.394 0.136
H -2.60980 -1.02882 1.82262 -0.502 0.380 -0.561 0.117
H 3.12540 -1.02106 -1.62070 -0.072 0.309 -0.556 -0.146
```
Positions in Å, forces in eV/Å.

Values from the calculation:
ΔE to the lowest compared entry with this formula, charge and spin ... 7.542 eV
Kohn-Sham gap ... 8.0865 eV
LUMO energy ... 0.07 eV
Strongest force on any atom ... 5.41 eV/Å
Total energy ... -982.62406 hartree
SMILES string ... O=[N+]([O-])N1CCOCN=C=C1S
Net charge ... 0

***

(6)
Formula: C5H7N3O4
Source: the Open Molecules 2025 dataset
Level of theory: wB97M-V/def2-TZVPD

Geometry as XYZ:
```
19
Properties=species:S:1:pos:R:3:forces:R:3:mulliken_spin:R:1
C 3.04122 -0.19929 -0.82725 -2.075 -0.762 0.580 0.439
C -2.36689 -2.85296 -0.16065 -1.376 0.177 0.900 0.017
C -0.34624 0.96079 1.01978 -0.497 0.381 0.889 0.003
C 0.95946 0.19422 1.27739 -2.855 -2.053 0.419 0.006
C 0.19133 -0.34806 -0.68498 0.625 -1.829 -2.473 0.085
N -0.81220 0.35441 -0.20670 -1.256 0.860 1.139 0.047
N 1.24751 -0.48025 0.04200 -1.135 -1.008 0.221 -0.013
N 3.72024 -1.11851 -0.40004 5.754 -1.921 0.268 0.624
O -3.42178 -2.52050 -0.47818 -0.841 0.472 -1.126 -0.003
O 2.77724 0.64653 -1.57126 -0.096 3.507 -2.697 0.343
O -1.40183 -3.19258 0.34147 2.257 -0.628 0.253 -0.008
O 3.22554 -2.24028 0.31567 -2.696 0.272 0.700 0.487
H -0.98810 0.78644 1.88758 -0.361 0.381 -0.336 0.002
H -0.18321 2.02841 0.85006 0.026 -0.005 0.271 0.006
H 1.62031 0.86071 1.67439 2.528 1.466 0.688 0.009
H 0.77871 -0.62407 2.02284 0.157 0.762 -0.187 -0.010
H 2.23750 -1.97475 0.41553 0.966 -0.353 -0.215 -0.043
H -0.00305 -0.81733 -1.67382 0.726 0.085 0.755 0.017
H -1.72028 0.44455 -0.62389 0.147 0.196 -0.050 -0.008
```
Positions in Å, forces in eV/Å.

Values from the calculation:
ΔE to the lowest compared entry with this formula, charge and spin ... 0.328 eV
Kohn-Sham gap (alpha / beta) ... 4.5684 / 7.2244 eV
LUMO energy (alpha / beta) ... 0.15 / -1.82 eV
Strongest force on any atom ... 6.07 eV/Å
Total energy ... -659.72071 hartree
Net charge ... 0
2S+1 ... 3
<S²> ... 2.0180

***

(7)
Formula: C5H7N3O4S
Source: the Open Molecules 2025 dataset
Level of theory: wB97M-V/def2-TZVPD

Geometry as XYZ:
```
20
Properties=species:S:1:pos:R:3:forces:R:3:lowdin_charge:R:1
C -2.48844 1.48466 -0.84443 -0.931 -1.149 0.098 -0.389
S -0.67418 1.29279 -0.80596 -1.061 -0.331 1.592 0.937
C -0.65589 0.46170 0.81768 0.740 0.621 -1.206 -0.689
O -1.89469 0.22421 1.26257 0.735 0.457 -0.426 0.018
N 0.40045 0.14151 1.46656 -1.062 -0.065 -0.703 0.057
C 1.67472 0.26326 0.97414 3.114 2.327 3.944 -0.166
C 2.28958 -0.02531 -0.16096 -1.224 0.004 0.274 -0.056
N 3.73929 0.05024 -0.35279 -1.457 -0.040 1.525 -0.433
O 4.12196 -0.25788 -1.42759 0.694 -0.603 -2.778 0.091
O 4.46740 0.33627 0.56420 0.069 0.509 1.029 0.067
H -2.71212 1.99633 -1.74819 -0.046 -0.336 -1.547 0.010
H -2.87846 2.27325 -0.20158 0.346 -0.558 0.976 0.043
H -3.05624 0.46233 -0.72401 1.172 2.296 -0.421 0.094
H -1.81899 -0.20326 2.10499 0.121 -0.582 1.070 0.122
H 2.42085 0.72767 1.80740 -1.709 -1.350 -1.842 0.174
H 1.63298 -0.29616 -0.94811 0.536 -0.498 -1.386 0.078
N -0.58369 -1.84175 -0.40279 -2.318 0.446 -0.840 0.227
C -1.60431 -2.42913 -0.55893 0.671 1.134 1.161 -0.393
O -2.71815 -2.69321 -0.49940 -2.199 -1.359 -0.692 0.174
H 0.33794 -1.96749 -0.32280 3.805 -0.921 0.170 0.034
```
Positions in Å, forces in eV/Å.

Values from the calculation:
ΔE to the lowest compared entry with this formula, charge and spin ... 0.620 eV
Kohn-Sham gap ... 9.3239 eV
LUMO energy ... -0.21 eV
Strongest force on any atom ... 5.54 eV/Å
Total energy ... -1057.97854 hartree
SMILES string ... CS/C(O)=N\C=C\[N+](=O)[O-].N=C=O
Net charge ... 0

***

(8)
Formula: C5H7NO
Source: the Open Molecules 2025 dataset
Level of theory: wB97M-V/def2-TZVPD

Geometry as XYZ:
```
14
Properties=species:S:1:pos:R:3:forces:R:3:lowdin_charge:R:1
O 1.98944 -0.17034 2.99859 -0.166 0.100 0.214 -0.060
C 2.11165 0.53731 1.78242 0.108 0.122 -0.313 -0.278
C 0.87826 0.52695 0.97935 -0.449 -0.001 -0.220 0.010
C -0.15039 0.51832 0.34999 0.458 0.013 0.252 -0.005
C -1.36874 0.42699 -0.46007 -0.027 0.117 0.005 -0.218
C -1.50132 -0.86839 -2.50333 0.048 -0.322 0.547 0.004
N -1.41720 -0.83947 -1.19603 -0.013 0.032 -0.369 -0.155
H 1.27765 0.24118 3.50459 0.100 -0.128 -0.018 0.090
H 2.42378 1.57923 1.94842 -0.064 -0.167 -0.020 0.121
H 2.91420 0.04467 1.22558 -0.120 0.074 0.047 0.123
H -2.25785 0.52536 0.17560 0.158 -0.037 -0.085 0.122
H -1.48681 -1.94467 -2.77688 -0.045 0.187 0.001 -0.001
H -1.40277 1.20674 -1.22516 0.022 -0.047 0.145 0.112
H -1.33072 -1.65866 -0.59201 -0.009 0.057 -0.187 0.134
```
Positions in Å, forces in eV/Å.

Values from the calculation:
ΔE to the lowest compared entry with this formula, charge and spin ... 4.524 eV
Kohn-Sham gap ... 9.2693 eV
LUMO energy ... 0.72 eV
Strongest force on any atom ... 0.64 eV/Å
Total energy ... -324.55820 hartree
Net charge ... 0